# C55H80O35

A 15-piece molecular cluster, C55H80O35 overall (ωB97M-V with the def2-TZVPD basis set, OMol25).

```
! RIJCOSX wB97M-V def2-TZVPD def2/J DEFGRID3
* xyz 0 1
O -1.756 -24.258 -13.690
C -1.749 -23.088 -13.480
O -0.790 -22.536 -12.710
C -0.928 -21.078 -12.698
C -1.772 -20.745 -13.905
C -2.613 -22.019 -14.052
H 0.037 -20.649 -12.752
H -1.376 -20.834 -11.739
H -1.172 -20.522 -14.759
H -2.429 -19.906 -13.657
H -2.796 -22.352 -15.100
H -3.570 -22.003 -13.565
O -7.174 -19.843 -14.937
C -6.149 -19.575 -15.511
O -6.022 -19.771 -16.855
C -4.783 -19.227 -17.349
C -3.888 -19.368 -16.128
C -4.851 -19.110 -15.032
H -5.098 -18.231 -17.696
H -4.545 -19.881 -18.250
H -3.112 -18.614 -16.194
H -3.500 -20.371 -16.057
H -4.878 -18.056 -14.809
H -4.599 -19.532 -14.072
O -7.121 -17.679 -22.110
C -7.728 -18.403 -21.372
O -8.030 -18.030 -20.123
C -8.510 -19.180 -19.383
C -8.825 -20.318 -20.396
C -8.321 -19.772 -21.679
H -9.360 -18.884 -18.785
H -7.736 -19.447 -18.698
H -9.911 -20.469 -20.546
H -8.451 -21.246 -19.968
H -9.072 -19.750 -22.478
H -7.412 -20.177 -22.077
O -0.175 -14.439 -20.015
C -0.864 -14.373 -19.052
O -0.543 -15.029 -17.880
C -1.639 -14.836 -16.918
C -2.372 -13.581 -17.413
C -2.136 -13.587 -18.907
H -1.149 -14.591 -15.966
H -2.245 -15.759 -16.798
H -1.939 -12.659 -16.947
H -3.388 -13.520 -17.136
H -2.059 -12.596 -19.311
H -2.926 -14.072 -19.509
O -2.021 -21.572 -23.259
C -2.770 -21.225 -22.419
O -3.014 -21.923 -21.236
C -3.886 -21.242 -20.367
C -4.651 -20.238 -21.235
C -3.640 -19.989 -22.354
H -3.256 -20.801 -19.563
H -4.596 -21.985 -19.910
H -5.035 -19.396 -20.643
H -5.563 -20.724 -21.612
H -2.943 -19.166 -22.099
H -4.151 -19.808 -23.307
O -6.545 -16.583 -12.447
C -6.797 -17.359 -11.571
O -6.776 -16.900 -10.308
C -6.944 -18.047 -9.459
C -7.194 -19.274 -10.312
C -7.117 -18.773 -11.722
H -7.764 -17.834 -8.772
H -5.990 -18.136 -8.958
H -8.124 -19.803 -10.113
H -6.377 -20.022 -10.351
H -8.024 -19.009 -12.313
H -6.225 -19.138 -12.236
O -10.214 -24.337 -11.991
C -9.124 -23.898 -12.093
O -8.958 -22.517 -12.070
C -7.545 -22.250 -12.330
C -6.875 -23.530 -12.850
C -7.829 -24.581 -12.317
H -7.135 -22.023 -11.337
H -7.550 -21.330 -12.912
H -5.832 -23.646 -12.497
H -6.862 -23.436 -13.946
H -7.427 -25.022 -11.410
H -7.963 -25.407 -12.989
O -2.679 -22.422 -17.361
C -1.807 -22.708 -18.159
O -1.964 -23.854 -18.865
C -0.815 -24.033 -19.717
C 0.200 -22.914 -19.346
C -0.703 -21.925 -18.621
H -1.159 -23.989 -20.716
H -0.418 -25.023 -19.528
H 0.704 -22.559 -20.254
H 0.944 -23.471 -18.741
H -1.163 -21.295 -19.363
H -0.253 -21.330 -17.862
O -6.746 -16.732 -16.562
C -7.922 -16.668 -16.332
O -8.824 -16.394 -17.249
C -10.135 -16.359 -16.639
C -9.997 -17.107 -15.299
C -8.547 -16.868 -14.962
H -10.761 -16.997 -17.291
H -10.486 -15.335 -16.600
H -10.116 -18.156 -15.580
H -10.719 -16.842 -14.528
H -8.019 -17.572 -14.325
H -8.388 -15.888 -14.528
O -6.290 -12.996 -17.005
C -6.445 -13.657 -18.005
O -5.482 -14.478 -18.493
C -6.060 -15.429 -19.402
C -7.102 -14.601 -20.171
C -7.610 -13.812 -18.981
H -6.608 -16.201 -18.867
H -5.266 -15.896 -19.953
H -7.830 -15.288 -20.707
H -6.580 -14.036 -20.982
H -8.360 -14.269 -18.416
H -7.920 -12.808 -19.285
C -4.442 -25.841 -17.130
C -4.463 -24.709 -16.071
O -5.618 -24.961 -15.300
C -6.330 -25.952 -15.873
O -7.335 -26.296 -15.381
O -5.761 -26.385 -16.970
H -3.725 -26.615 -16.844
H -4.330 -25.591 -18.186
H -4.555 -23.697 -16.381
H -3.658 -24.817 -15.359
C -4.932 -14.970 -14.569
C -4.388 -14.235 -13.394
O -3.413 -15.157 -12.741
C -3.162 -16.094 -13.698
O -2.443 -17.044 -13.463
O -3.854 -15.957 -14.819
H -4.910 -14.357 -15.472
H -5.809 -15.575 -14.526
H -5.140 -14.022 -12.667
H -3.850 -13.332 -13.743
C -3.311 -17.556 -10.401
C -2.735 -18.516 -9.384
O -2.663 -19.763 -10.130
C -3.602 -19.705 -11.112
O -3.943 -20.609 -11.809
O -4.064 -18.433 -11.274
H -2.554 -16.962 -10.954
H -3.960 -16.785 -10.013
H -3.416 -18.607 -8.541
H -1.740 -18.233 -9.088
C 1.123 -18.049 -19.105
C 0.525 -17.816 -17.751
O -0.912 -17.852 -17.981
C -1.156 -18.221 -19.255
O -2.260 -18.432 -19.628
O -0.035 -18.388 -19.948
H 1.792 -18.881 -19.263
H 1.558 -17.147 -19.508
H 0.704 -16.838 -17.350
H 0.802 -18.565 -16.949
C -9.524 -23.330 -15.275
C -10.872 -22.663 -15.520
O -11.179 -22.970 -16.864
C -10.212 -23.686 -17.459
O -10.264 -24.145 -18.577
O -9.175 -23.844 -16.593
H -9.558 -24.185 -14.593
H -8.771 -22.624 -15.015
H -10.765 -21.553 -15.528
H -11.600 -23.060 -14.818
*
```

As for the HOMO energy: -9.98 eV. The orbital gap comes out at 10.17 eV. The largest force on an atom comes out at 4.27 eV Å⁻¹. As for the total energy: -129997.286 eV. The calculation puts the relative energy (zero: lowest compared OMol25 entry of this formula, charge and spin) at 0.0 kJ/mol.

Löwdin atomic charge list, values in e, 2 entries:
1. O 0.1219
2. C -0.5048

=====

# C3H4O2S

One molecule with the formula C3H4O2S (ωB97M-V with the def2-TZVPD basis set, OMol25).

```
! RIJCOSX wB97M-V def2-TZVPD def2/J DEFGRID3
* xyz 0 1
C 0.187 0.167 -0.444
C 1.560 -0.344 -0.634
C -0.381 0.207 0.914
O 2.095 -0.871 0.315
O -2.782 0.531 -0.352
S -1.890 -0.493 0.109
H -0.326 0.765 -1.198
H 1.865 -0.062 -1.688
H -0.071 -0.793 1.324
H -0.256 0.893 1.652
*
```

As for the HOMO energy (alpha / beta): -9.09 / -9.08 eV. The orbital gap (alpha / beta) comes out at 7.77 / 7.75 eV. The largest force on an atom comes out at 4.96 eV Å⁻¹. As for the total energy: -18102.453 eV. The calculation puts the relative energy (zero: lowest compared OMol25 entry of this formula, charge and spin) at 348.6 kJ/mol.

Löwdin atomic charge list, values in e, 2 entries:
1. C -0.2279
2. C -0.2756

=====

# C7H8FN

A 2-piece molecular cluster, C7H8FN overall (ωB97M-V with the def2-TZVPD basis set, OMol25).

```
! RIJCOSX wB97M-V def2-TZVPD def2/J DEFGRID3
* xyz 0 1
C -0.017 -2.546 -0.737
C -1.633 -1.409 0.884
C -0.193 1.926 0.792
C -0.586 -1.727 0.176
C 0.491 1.041 0.041
C 0.557 1.151 -1.454
C 1.135 -0.080 0.626
N 0.545 -3.171 -1.532
F 1.183 -0.183 1.962
H -1.632 -0.531 1.519
H -2.546 -1.991 0.884
H -0.238 1.840 1.863
H -0.680 2.777 0.348
H -0.405 0.891 -1.895
H 0.795 2.172 -1.750
H 1.308 0.483 -1.867
H 1.916 -0.643 0.138
*
```

As for the HOMO energy (alpha / beta): -8.29 / -8.51 eV. The orbital gap (alpha / beta) comes out at 7.42 / 7.79 eV. The largest force on an atom comes out at 3.38 eV Å⁻¹. As for the total energy: -11591.828 eV. The calculation puts the relative energy (zero: lowest compared OMol25 entry of this formula, charge and spin) at 234.5 kJ/mol.

Löwdin atomic charge list, values in e, 2 entries:
1. C -0.2895
2. C 0.0265

=====

# C2H2NO3S2

An isolated ion of composition C2H2NO3S2 and charge -1 (ωB97M-V with the def2-TZVPD basis set, OMol25).

```
! RIJCOSX wB97M-V def2-TZVPD def2/J DEFGRID3
* xyz -1 1
O -3.119 -0.214 0.101
C -2.098 0.471 -0.009
C -0.779 -0.154 0.116
N 0.183 0.367 -0.516
S 1.849 -0.268 -0.076
O 1.637 -1.044 1.140
O 2.339 -1.000 -1.199
S 2.915 1.374 0.132
H -2.246 1.645 -0.169
H -0.681 -1.178 0.480
*
```

As for the HOMO energy: -4.44 eV. The orbital gap comes out at 7.20 eV. The largest force on an atom comes out at 3.14 eV Å⁻¹. As for the total energy: -31409.761 eV. As for the structure (SMILES): O=C/C=N/S(=O)(=O)[S-]. The calculation puts the relative energy (zero: lowest compared OMol25 entry of this formula, charge and spin) at 135.3 kJ/mol.

Löwdin atomic charge list, values in e, 2 entries:
1. O -0.0083
2. C -0.2431

=====

# CH3F4NP2

CH3F4NP2 as an isolated structure (ωB97M-V with the def2-TZVPD basis set, OMol25).

```
! RIJCOSX wB97M-V def2-TZVPD def2/J DEFGRID3
* xyz 0 1
C -0.213 -0.423 0.437
N -0.120 -1.388 -0.535
F 1.487 -2.325 1.687
F 2.974 -1.915 0.008
F -0.385 -3.353 -1.942
F -2.321 -2.224 -1.161
P 1.712 -2.915 0.234
P -1.003 -2.854 -0.515
H -0.350 -0.743 1.530
H 0.715 0.171 0.397
H -1.097 0.140 0.369
*
```

As for the HOMO energy (alpha / beta): -9.28 / -9.28 eV. The orbital gap (alpha / beta) comes out at 8.05 / 8.06 eV. The largest force on an atom comes out at 4.98 eV Å⁻¹. As for the total energy: -32024.644 eV. The calculation puts the relative energy (zero: lowest compared OMol25 entry of this formula, charge and spin) at 238.2 kJ/mol.

Löwdin atomic charge list, values in e, 2 entries:
1. C -0.3108
2. N -0.3217

=====

# C33H32CuN4OPSe2

C33H32CuN4OPSe2 as an isolated structure (ωB97M-V with the def2-TZVPD basis set, OMol25).

```
! RIJCOSX wB97M-V def2-TZVPD def2/J DEFGRID3
* xyz -1 2
Cu -1.213 0.254 0.072
O -2.406 3.715 1.679
C -1.998 2.775 0.997
N -1.597 1.576 1.393
C -1.455 1.164 2.761
C -1.329 -0.333 2.758
C -1.741 -1.147 3.801
C -1.582 -2.521 3.689
C -0.951 -3.034 2.562
C -0.552 -2.158 1.573
N -0.785 -0.849 1.645
C -1.934 2.846 -0.505
C -2.414 3.941 -1.212
C -2.326 3.943 -2.593
C -1.735 2.850 -3.220
C -1.267 1.804 -2.446
N -1.374 1.797 -1.126
H -0.517 1.559 3.189
H -2.286 1.518 3.385
H -2.191 -0.708 4.680
H -1.939 -3.177 4.469
H -0.772 -4.093 2.455
H -0.050 -2.500 0.677
H -2.835 4.765 -0.658
H -2.708 4.771 -3.177
H -1.620 2.812 -4.291
H -0.794 0.937 -2.888
Se 2.260 0.445 2.689
P 3.219 0.489 0.778
Se 1.995 0.491 -0.986
C 4.315 1.967 0.652
C 4.271 2.945 1.635
C 5.003 4.112 1.497
C 5.796 4.307 0.378
C 5.840 3.336 -0.609
C 5.090 2.183 -0.482
C 4.292 -1.004 0.602
C 4.265 -1.981 1.588
C 4.890 -3.200 1.392
C 5.564 -3.451 0.208
C 5.614 -2.472 -0.772
C 4.969 -1.263 -0.584
H 3.645 2.796 2.504
H 4.948 4.875 2.262
H 6.361 5.223 0.264
H 6.451 3.486 -1.490
H 5.081 1.465 -1.288
H 3.730 -1.787 2.507
H 4.837 -3.964 2.157
H 6.035 -4.411 0.040
H 6.139 -2.662 -1.700
H 4.961 -0.536 -1.382
C -5.775 -1.310 -1.389
N -4.976 -0.742 -0.325
C -4.544 0.593 -0.682
C -3.883 -1.616 0.098
C -2.875 -1.961 -0.978
C -3.167 -3.022 -1.833
C -2.318 -3.353 -2.874
C -1.136 -2.651 -3.038
C -0.819 -1.626 -2.162
C -1.688 -1.238 -1.145
H -6.655 -0.682 -1.531
H -6.106 -2.311 -1.111
H -5.238 -1.368 -2.349
H -5.430 1.198 -0.881
H -3.907 0.614 -1.580
H -3.997 1.039 0.148
H -4.340 -2.536 0.483
H -3.383 -1.116 0.930
H -4.064 -3.612 -1.676
H -2.581 -4.160 -3.551
H -0.447 -2.920 -3.828
H 0.133 -1.117 -2.256
*
```

As for the HOMO energy (alpha / beta): -4.35 / -4.34 eV. The orbital gap (alpha / beta) comes out at 7.01 / 6.82 eV. The largest force on an atom comes out at 1.04 eV Å⁻¹. As for the total energy: -227372.860 eV. The calculation puts the relative energy (zero: lowest compared OMol25 entry of this formula, charge and spin) at 0.0 kJ/mol.

Löwdin atomic charge list, values in e, 2 entries:
1. Cu 0.4495
2. O 0.0154

=====

# C5H5N3O3

One molecule with the formula C5H5N3O3 (ωB97M-V with the def2-TZVPD basis set, OMol25).

```
! RIJCOSX wB97M-V def2-TZVPD def2/J DEFGRID3
* xyz 0 1
O 2.354 -0.813 -2.031
C 1.332 -1.386 -1.891
C -0.092 -0.451 -1.705
N -0.133 0.151 -0.329
C 0.439 -0.346 0.821
C -0.129 0.323 1.866
N -1.066 1.246 1.379
C -1.010 1.145 0.081
N -1.313 -1.247 -1.982
O -1.862 -1.847 -1.116
O -1.800 -1.196 -3.095
H 1.079 -2.430 -1.988
H -0.160 0.398 -2.290
H 1.341 -0.902 0.681
H 0.026 0.066 2.879
H -1.522 1.899 -0.378
*
```

As for the HOMO energy: -9.41 eV. The orbital gap comes out at 8.76 eV. The largest force on an atom comes out at 4.04 eV Å⁻¹. As for the total energy: -15873.778 eV. As for the structure (SMILES): O=C[C@H](n1ccnc1)[N+](=O)[O-]. The calculation puts the relative energy (zero: lowest compared OMol25 entry of this formula, charge and spin) at 421.9 kJ/mol.

Löwdin atomic charge list, values in e, 2 entries:
1. O 0.1250
2. C -0.1142

=====

# C3H7N2

An isolated ion of composition C3H7N2 and charge +1 (ωB97M-V with the def2-TZVPD basis set, OMol25).

```
! RIJCOSX wB97M-V def2-TZVPD def2/J DEFGRID3
* xyz 1 3
C -0.519 0.097 -1.230
C 0.586 -0.272 1.142
C 0.292 0.571 -0.048
N 2.751 1.026 -1.158
N 1.741 0.946 -0.727
H -0.045 -0.653 -1.730
H -1.017 0.807 -1.854
H -1.313 -0.339 -0.657
H -0.148 -0.206 1.857
H 0.696 -1.292 0.943
H 1.420 -0.215 1.783
H 0.200 1.530 0.337
*
```

As for the HOMO energy (alpha / beta): -11.37 / -18.49 eV. The orbital gap (alpha / beta) comes out at 7.72 / 6.12 eV. The largest force on an atom comes out at 13.54 eV Å⁻¹. As for the total energy: -6188.079 eV. The calculation puts the relative energy (zero: lowest compared OMol25 entry of this formula, charge and spin) at 437.3 kJ/mol.

Löwdin atomic charge list, values in e, 2 entries:
1. C 0.0492
2. C 0.0471